# 1
This record from OMol25 describes C19H28CrNPS as an isolated structure. The level of theory is the ωB97M-V functional and the def2-TZVPD basis.

Its expectation value of S² is 6.07. The highest occupied orbital energy (spin up / spin down) comes out at -0.2490 / -0.2626 Ha.

```
! wB97M-V def2-TZVPD RIJCOSX def2/J DEFGRID3
* xyz 0 5
C -2.6326 0.2947 -3.7538
C -2.2790 -0.9098 -3.1313
C -1.5862 -0.9557 -1.8814
C -1.2278 0.2736 -1.2968
C -1.3607 1.4533 -2.0577
C -2.1412 1.4922 -3.2186
C -1.4215 -2.3127 -1.2191
C -0.1437 -3.2238 -1.3882
N 1.1740 -2.7242 -1.6517
Cr -1.0793 1.0140 0.7920
C -0.7484 2.7616 -1.5595
P 0.5677 2.2560 -0.3656
H -2.6322 -1.8462 -3.5757
H -2.3567 2.4702 -3.6621
H -3.3160 0.3290 -4.6149
H -1.4815 3.4292 -1.0709
H -0.2330 3.3349 -2.3431
H -1.5963 -2.1793 -0.1431
H -2.2574 -2.9340 -1.5852
H -0.0296 -3.8136 -0.4662
C 1.3071 3.7442 0.2989
C 1.7817 1.7061 -1.5920
H -0.3562 -3.9375 -2.2081
C 1.4644 -2.0424 -2.8721
C 2.2049 -2.8136 -0.6484
H -0.9906 2.3569 2.0172
H 1.8812 -2.7552 -3.6069
H 0.5399 -1.5943 -3.2671
H 2.2009 -1.2460 -2.7001
H 2.8139 -3.7291 -0.7853
H 2.8918 -1.9540 -0.6994
H 1.7490 -2.8288 0.3596
H 2.1403 2.5943 -2.1400
H 2.6078 1.2049 -1.0752
H 1.3415 1.0098 -2.3172
H 1.4676 4.4648 -0.5058
H 0.6535 4.1710 1.0640
H 2.2650 3.4710 0.7608
H -0.2559 2.1450 1.9722
S -0.4147 -0.9602 1.7471
C -0.3226 -0.6084 3.4266
C 0.8691 -0.9823 4.0940
C 1.1242 -0.4967 5.3709
C 0.1922 0.3295 6.0123
C -1.0475 0.5769 5.4108
C -1.3235 0.0966 4.1313
H 1.5901 -1.5817 3.5391
H 2.0613 -0.7657 5.8612
H 0.4194 0.7581 6.9859
H -1.8063 1.1532 5.9383
H -2.2681 0.3041 3.6202
*
```

***

# 2
This record from OMol25 describes C19H28CuFO2 as an isolated structure. The level of theory is the ωB97M-V functional and the def2-TZVPD basis.

Its energy above the lowest of the compared OMol25 structures with the same formula, charge and spin is 22.60 kJ/mol. Its expectation value of S² is 0.77. The highest occupied orbital energy (spin up / spin down) comes out at -0.1322 / -0.1281 Ha.

```
! wB97M-V def2-TZVPD RIJCOSX def2/J DEFGRID3
* xyz -1 2
O -0.2706 0.0030 -2.5373
C -0.4957 1.3052 -3.1742
C -0.2810 0.8185 -4.6002
H 0.2529 2.0482 -2.9081
H -1.5240 1.6474 -2.9603
C -0.2191 -0.5463 -3.9058
H 0.6592 1.1293 -5.0268
H -1.1187 1.0007 -5.2544
C 1.0744 -1.2807 -4.1759
H 1.9266 -0.6125 -4.0513
H 1.0590 -1.6798 -5.2012
H 1.1963 -2.1222 -3.4893
C -1.4736 -1.3274 -4.2289
H -2.3226 -0.6523 -4.1589
H -1.6220 -2.1555 -3.5320
H -1.4263 -1.7312 -5.2495
Cu -0.8770 -0.5013 2.0585
C -2.5708 -0.5385 4.5338
C -2.4932 0.8716 4.5691
C -2.5824 1.3691 3.2399
H -2.4330 1.4866 5.4656
C -2.8119 0.2500 2.3484
C -2.7878 -0.9492 3.1858
H -3.1352 -1.9290 2.8665
H -2.5206 -1.2066 5.3926
H -2.5452 2.4061 2.9387
H -3.2606 0.2981 1.3490
C 0.6186 -1.4179 4.4464
C -0.0403 -2.0813 3.3571
C 0.7442 -1.8677 2.1455
H -0.8938 -2.7586 3.4464
C 1.9455 -1.1653 2.5785
C 1.8384 -0.8799 3.9486
H 2.5921 -0.3346 4.5297
H 0.2715 -1.3557 5.4656
H 0.6052 -2.3903 1.1951
H 2.8178 -0.9125 1.9687
O 2.5195 0.3330 -1.5845
C 1.6475 -0.0569 -0.5068
C 0.7827 1.1447 -0.0740
H 2.2744 -0.4195 0.3218
H 1.0712 -0.9140 -0.8809
C 1.4285 2.3716 -0.7407
H 0.7991 1.2215 1.0800
H -0.2445 0.9651 -0.3863
C 2.6553 1.7662 -1.4691
H 1.7828 3.0770 0.0199
H 0.7287 2.9077 -1.4105
H 3.5239 1.9688 -0.8159
H 2.9077 2.2029 -2.4526
F 0.2268 1.1942 2.3239
*
```

***

Strongest force on any atom values, unit eV/Å, following the record order: 2.53 2.51.